No. 1
61
Properties=species:S:1:pos:R:3:lowdin_charge:R:1 method="wB97M-V/def2-TZVPD" relative_energy_kj_mol=91.6 lumo_ev=-3.323 homo_ev=-10.867 charge=+1 energy_ha=-2452.26537 homo_lumo_gap_ev=7.5
Ta -0.52 -0.42 -0.58 1.950
O 0.24 -1.61 0.71 -0.226
C 1.36 -1.99 1.33 -0.292
C 1.28 -2.85 2.42 0.009
C 2.45 -3.21 3.08 -0.048
C 3.69 -2.73 2.66 -0.068
C 3.76 -1.89 1.57 -0.020
C 2.60 -1.51 0.89 -0.147
C 2.71 -0.66 -0.27 -0.048
N 1.74 -0.23 -0.99 -0.052
C 2.14 0.59 -2.16 -0.150
C 0.92 1.36 -2.66 -0.187
N -0.18 0.40 -2.58 -0.100
C -0.77 0.04 -3.67 -0.027
C -1.63 -1.10 -3.80 -0.140
C -2.41 -1.26 -4.95 -0.015
C -3.17 -2.39 -5.12 -0.062
C -3.13 -3.40 -4.15 -0.035
C -2.34 -3.28 -3.02 0.016
C -1.59 -2.13 -2.83 -0.302
O -0.82 -2.00 -1.75 -0.205
H 0.32 -3.23 2.74 0.123
H 2.39 -3.88 3.93 0.116
H 4.59 -3.03 3.18 0.112
H 4.72 -1.52 1.23 0.121
H 3.73 -0.37 -0.53 0.145
H 2.47 -0.09 -2.94 0.135
H 2.96 1.25 -1.90 0.130
H 1.07 1.71 -3.68 0.130
H 0.71 2.22 -2.03 0.080
H -0.57 0.61 -4.57 0.149
H -2.41 -0.48 -5.71 0.121
H -3.78 -2.51 -6.00 0.111
H -3.73 -4.28 -4.28 0.118
H -2.31 -4.06 -2.27 0.129
N -1.77 -0.16 1.70 -0.014
C -2.92 -1.04 1.54 -0.127
C -3.32 -1.06 0.07 -0.552
O -4.23 -1.67 -0.39 0.144
O -2.48 -0.30 -0.67 -0.215
H -1.23 -0.35 2.53 0.101
H -2.06 0.81 1.73 0.105
H -3.79 -0.78 2.14 0.135
H -2.63 -2.07 1.81 0.133
Cl -0.05 6.23 3.24 0.735
C -0.11 4.80 2.27 -0.597
C -0.83 4.81 1.12 -0.160
C -0.90 3.65 0.30 -0.643
I -2.03 3.73 -1.43 1.012
C -0.23 2.52 0.67 -0.374
O -0.26 1.41 -0.06 -0.329
C 0.53 2.49 1.88 -0.155
N 1.14 1.32 2.20 0.130
C 1.83 1.28 3.31 -0.113
C 1.97 2.38 4.19 -0.029
C 1.35 3.56 3.88 -0.010
C 0.59 3.64 2.69 -0.162
H -1.36 5.71 0.82 0.097
H 2.32 0.34 3.55 0.109
H 2.56 2.27 5.09 0.112
H 1.43 4.42 4.53 0.097

No. 2
64
Properties=species:S:1:pos:R:3:lowdin_charge:R:1 method="wB97M-V/def2-TZVPD" relative_energy_kj_mol=51.8 lumo_ev=-3.309 homo_ev=-11.384 charge=+1 energy_ha=-4176.99525 homo_lumo_gap_ev=8.1
Ga -0.35 -0.03 -0.26 0.487
C -4.01 0.22 -0.46 -0.009
C -3.33 1.54 -0.70 -0.263
C -4.14 2.66 -0.91 -0.008
C -3.58 3.89 -1.17 -0.033
C -2.20 3.98 -1.23 -0.109
C -1.44 2.85 -1.00 -0.414
N -1.98 1.64 -0.71 0.057
Sb 0.70 3.07 -1.14 1.605
C 0.82 2.34 0.90 -0.425
C 1.60 3.06 1.77 -0.111
C 1.51 2.80 3.13 -0.022
C 0.57 1.90 3.57 0.004
C -0.24 1.22 2.65 -0.249
C -1.37 0.38 3.15 0.004
N -0.05 1.39 1.33 0.056
C 0.73 1.36 -2.48 -0.399
C 1.43 1.49 -3.66 -0.094
C 1.24 0.54 -4.65 -0.017
C 0.31 -0.46 -4.46 0.008
C -0.39 -0.55 -3.26 -0.264
C -1.50 -1.54 -3.08 -0.004
N -0.12 0.32 -2.28 0.042
H -5.04 0.29 -0.78 0.090
H -4.00 -0.04 0.60 0.088
H -3.53 -0.59 -0.99 0.066
H -5.21 2.53 -0.88 0.122
H -4.21 4.75 -1.34 0.122
H -1.72 4.92 -1.46 0.093
H 2.27 3.84 1.39 0.098
H 2.14 3.32 3.84 0.123
H 0.42 1.72 4.63 0.131
H -1.01 -0.53 3.62 0.101
H -2.05 0.12 2.34 0.067
H -1.92 0.94 3.90 0.104
H 2.09 2.33 -3.81 0.099
H 1.79 0.60 -5.58 0.124
H 0.10 -1.18 -5.24 0.129
H -1.25 -2.49 -3.57 0.101
H -2.40 -1.15 -3.56 0.106
H -1.71 -1.74 -2.04 0.051
O 0.34 -2.14 -1.03 -0.006
C 1.29 -2.76 -0.56 -0.120
C 2.36 -2.18 0.19 -0.117
C 3.32 -3.02 0.76 0.071
C 4.36 -2.47 1.46 -0.133
C 4.49 -1.09 1.59 0.032
C 3.56 -0.25 1.03 0.030
C 2.45 -0.78 0.34 -0.275
O 1.58 0.05 -0.20 -0.093
N 5.36 -3.36 2.08 -0.355
O 6.27 -2.83 2.68 0.086
O 5.20 -4.55 1.96 0.087
H 1.33 -3.85 -0.73 0.154
H 3.25 -4.09 0.65 0.137
H 5.35 -0.70 2.13 0.128
H 3.66 0.82 1.10 0.117
F -2.64 -3.81 0.61 0.176
C -2.27 -3.09 1.68 -0.552
F -3.36 -2.49 2.18 0.167
F -1.77 -3.91 2.59 0.193
C -1.24 -2.03 1.26 -0.494
O -0.13 -2.00 1.74 0.136
O -1.70 -1.19 0.38 -0.028

No. 3
58
Properties=species:S:1:pos:R:3:lowdin_charge:R:1 method="wB97M-V/def2-TZVPD" lumo_ev="-7.426 / -7.915" homo_ev="-13.229 / -13.150" charge=+2 energy_ha=-3435.19525 spin_multiplicity=2 homo_lumo_gap_ev="5.8 / 5.2"
Fe -0.16 0.14 0.44 0.761
C 2.07 -2.09 1.30 0.004
C 2.65 -0.73 1.12 -0.266
C 4.04 -0.59 1.18 0.011
C 4.62 0.66 1.08 -0.008
C 3.78 1.76 0.96 -0.096
C 2.41 1.57 0.90 -0.431
N 1.85 0.34 0.94 0.022
Sb 1.20 3.31 0.95 1.606
C -0.19 2.43 2.31 -0.417
C -0.44 3.18 3.44 -0.107
C -1.38 2.74 4.36 -0.011
C -2.08 1.59 4.07 0.007
C -1.81 0.87 2.91 -0.252
C -2.66 -0.33 2.65 -0.026
N -0.83 1.26 2.05 0.019
C 0.02 2.83 -0.77 -0.426
C -0.09 3.79 -1.75 -0.094
C -0.96 3.58 -2.82 -0.008
C -1.72 2.43 -2.82 0.013
C -1.57 1.49 -1.81 -0.277
C -2.46 0.28 -1.81 0.008
N -0.68 1.68 -0.82 0.001
H 2.64 -2.63 2.07 0.105
H 1.03 -2.06 1.62 0.070
H 2.15 -2.67 0.38 0.104
H 4.64 -1.47 1.33 0.135
H 5.69 0.77 1.12 0.131
H 4.19 2.76 0.94 0.101
H 0.09 4.10 3.61 0.097
H -1.59 3.30 5.26 0.132
H -2.86 1.24 4.74 0.131
H -3.56 -0.28 3.26 0.097
H -2.96 -0.38 1.61 0.072
H -2.13 -1.25 2.89 0.070
H 0.48 4.71 -1.68 0.103
H -1.06 4.32 -3.60 0.131
H -2.45 2.26 -3.60 0.136
H -3.49 0.59 -1.97 0.110
H -2.19 -0.38 -2.64 0.106
H -2.41 -0.27 -0.88 0.060
I -2.56 -4.30 1.44 1.062
C -1.47 -3.72 -0.20 -0.636
C -1.26 -4.60 -1.28 -0.193
C -0.52 -4.24 -2.39 -0.660
I -0.30 -5.60 -3.92 1.056
C 0.06 -2.93 -2.48 -0.192
C 0.84 -2.42 -3.53 0.011
C 1.34 -1.14 -3.45 0.000
C 1.06 -0.35 -2.33 -0.069
N 0.32 -0.81 -1.33 0.049
C -0.16 -2.07 -1.40 -0.174
C -0.91 -2.44 -0.25 -0.419
O -1.02 -1.53 0.68 -0.186
H -1.68 -5.59 -1.23 0.091
H 1.05 -3.04 -4.40 0.087
H 1.96 -0.73 -4.24 0.123
H 1.43 0.66 -2.24 0.126

No. 4
56
Properties=species:S:1:pos:R:3:lowdin_charge:R:1 method="wB97M-V/def2-TZVPD" relative_energy_kj_mol=0.0 lumo_ev="-4.399 / -5.943" homo_ev="-11.801 / -11.842" charge=+1 energy_ha=-3543.98777 spin_multiplicity=2 homo_lumo_gap_ev="7.4 / 5.9"
Rh -0.53 2.00 -0.44 0.927
N -0.27 2.64 1.51 -0.046
N -1.49 3.24 1.93 0.018
C -2.37 3.69 0.91 -0.682
O -3.25 4.46 1.20 0.108
O -2.16 3.14 -0.27 -0.159
H -0.04 1.87 2.14 0.110
H 0.50 3.30 1.52 0.129
H -1.41 3.88 2.71 0.149
N 6.49 -4.91 -0.35 0.189
C 5.73 -4.05 -0.37 -0.163
C 4.77 -2.98 -0.40 -0.201
C 4.04 -2.75 -1.56 -0.003
C 3.11 -1.73 -1.58 -0.004
C 2.91 -0.93 -0.44 -0.241
C 3.67 -1.17 0.71 0.000
C 4.59 -2.19 0.74 -0.002
C 1.91 0.06 -0.46 -0.035
C 1.00 0.90 -0.45 -0.154
H 4.20 -3.37 -2.43 0.130
H 2.52 -1.54 -2.47 0.126
H 3.51 -0.55 1.59 0.124
H 5.18 -2.38 1.62 0.129
C -2.66 0.10 1.76 -0.193
Ge -1.94 -0.09 -0.02 1.045
C -0.91 -1.69 -0.30 -0.326
C -0.88 -2.32 -1.55 -0.105
C -0.15 -3.48 -1.72 -0.069
C 0.55 -4.04 -0.66 -0.071
C 0.51 -3.42 0.59 -0.071
C -0.21 -2.26 0.77 -0.115
C -3.14 0.45 -1.46 -0.245
C -4.50 0.50 -1.36 -0.061
C -5.26 1.35 -2.20 -0.039
C -4.63 2.24 -3.02 0.006
C -3.21 2.25 -3.12 -0.152
C -2.50 3.25 -3.81 0.035
C -1.13 3.31 -3.80 -0.041
C -0.40 2.28 -3.19 -0.053
C -1.05 1.26 -2.51 -0.222
C -2.48 1.28 -2.40 -0.221
H -3.36 -0.72 1.93 0.044
H -3.20 1.05 1.86 0.027
H -1.89 0.04 2.52 0.023
H -1.44 -1.91 -2.38 0.104
H -0.14 -3.97 -2.69 0.112
H 1.10 -4.95 -0.79 0.114
H 1.05 -3.86 1.42 0.113
H -0.23 -1.79 1.75 0.102
H -5.03 -0.09 -0.62 0.113
H -6.34 1.35 -2.12 0.116
H -5.20 2.96 -3.59 0.126
H -3.07 4.01 -4.34 0.132
H -0.61 4.12 -4.31 0.116
H 0.68 2.24 -3.30 0.119
H -0.53 0.32 -2.35 0.087

No. 5
54
Properties=species:S:1:pos:R:3:lowdin_charge:R:1 method="wB97M-V/def2-TZVPD" relative_energy_kj_mol=0.9 lumo_ev=-4.143 homo_ev=-11.278 charge=+1 energy_ha=-1735.93436 homo_lumo_gap_ev=7.1
Os -0.28 0.89 0.40 1.248
O -0.49 4.45 2.00 0.157
C -0.52 3.28 1.74 -0.553
O -0.22 2.82 0.51 -0.213
C -0.79 2.23 2.79 -0.176
C -0.18 2.45 4.03 -0.010
C -0.38 1.57 5.08 -0.033
C -1.21 0.47 4.92 -0.050
C -1.83 0.23 3.71 -0.109
C -1.63 1.11 2.63 -0.576
S -2.38 0.73 1.06 0.716
H 0.43 3.33 4.15 0.130
H 0.09 1.76 6.04 0.118
H -1.39 -0.20 5.75 0.119
H -2.47 -0.62 3.57 0.112
N -0.49 1.11 -1.67 -0.019
C -0.67 -0.13 -2.40 -0.307
C 0.40 -0.68 -3.09 -0.038
C 0.23 -1.90 -3.72 -0.058
C -0.99 -2.56 -3.67 -0.064
C -2.06 -1.98 -2.99 -0.057
C -1.90 -0.77 -2.34 -0.043
H -1.29 1.73 -1.81 0.129
H 0.32 1.61 -2.03 0.100
H 1.34 -0.16 -3.13 0.117
H 1.06 -2.34 -4.26 0.117
H -1.12 -3.51 -4.17 0.115
H -3.02 -2.49 -2.95 0.118
H -2.73 -0.32 -1.80 0.106
C 2.73 3.80 -0.05 -0.046
C 2.52 2.72 -0.88 -0.076
C 2.35 1.45 -0.33 -0.111
C 2.41 1.26 1.06 -0.263
C 2.69 2.35 1.89 -0.025
C 2.82 3.61 1.34 -0.038
C 2.09 -0.10 1.55 -0.034
C 0.94 -0.55 1.08 -0.269
C 0.24 -1.84 1.24 -0.253
C -0.10 -2.31 2.51 -0.042
C -0.80 -3.49 2.65 -0.057
C -1.20 -4.20 1.52 -0.058
C -0.87 -3.74 0.26 -0.058
C -0.15 -2.57 0.11 -0.037
H 2.84 4.80 -0.46 0.120
H 2.53 2.86 -1.95 0.115
H 2.31 0.57 -0.96 0.109
H 2.77 2.21 2.96 0.124
H 3.00 4.46 1.98 0.123
H 2.76 -0.65 2.20 0.134
H 0.21 -1.74 3.38 0.113
H -1.05 -3.86 3.64 0.113
H -1.76 -5.12 1.63 0.112
H -1.16 -4.31 -0.62 0.109
H 0.14 -2.22 -0.88 0.093

No. 6
68
Properties=species:S:1:pos:R:3:lowdin_charge:R:1 method="wB97M-V/def2-TZVPD" relative_energy_kj_mol=64.7 lumo_ev=-10.386 homo_ev=-16.246 charge=+3 energy_ha=-5107.67923 homo_lumo_gap_ev=5.9
Ta -0.46 0.32 0.63 1.691
N -3.62 -1.53 -1.87 0.145
C -2.48 -1.26 -1.22 -0.746
S -2.57 -0.91 0.57 0.792
N -1.34 -1.25 -1.82 0.034
N -0.29 -1.13 -0.92 -0.193
C 0.88 -1.67 -1.24 -0.125
C 1.08 -2.49 -2.49 -0.189
C 2.06 -2.21 -3.42 -0.037
C 2.15 -3.00 -4.55 -0.043
C 1.30 -4.08 -4.69 -0.028
C 0.30 -4.35 -3.77 -0.012
C 0.18 -3.52 -2.65 -0.019
C 1.98 -1.54 -0.23 -0.227
C 3.25 -2.08 -0.27 0.067
C 4.16 -1.84 0.78 0.025
C 3.74 -1.12 1.84 -0.015
C 2.45 -0.68 1.86 -0.098
N 1.54 -0.88 0.89 -0.042
H -4.54 -1.29 -1.49 0.115
H -3.65 -1.93 -2.79 0.127
H 2.66 -1.30 -3.47 0.124
H 2.89 -2.79 -5.30 0.123
H 1.38 -4.74 -5.56 0.131
H -0.44 -5.10 -3.90 0.109
H -0.58 -3.61 -1.92 0.105
H 3.69 -2.66 -1.09 0.144
H 5.21 -2.20 0.79 0.162
H 4.36 -1.01 2.68 0.128
H 2.00 -0.22 2.71 0.088
Cl 1.63 1.30 -1.27 0.817
C 0.03 1.52 -2.00 -0.640
C -1.06 1.37 -1.16 -0.400
C -2.32 1.58 -1.77 -0.690
Cl -3.80 1.54 -0.90 0.767
C -2.42 1.86 -3.13 -0.665
Cl -3.95 2.07 -3.90 0.763
C -1.24 1.91 -3.94 -0.719
Cl -1.37 2.18 -5.56 0.857
C 0.00 1.84 -3.35 -0.740
Cl 1.43 2.17 -4.17 0.811
N -0.25 -2.34 3.10 0.163
C -0.98 -1.31 3.52 -0.688
N -1.19 -0.26 2.70 -0.179
C -2.03 0.65 3.28 -0.397
C -2.56 0.25 4.46 -0.256
S -1.80 -1.23 5.00 1.196
C -2.29 1.91 2.63 -0.368
C -2.90 2.98 3.17 -0.269
S -2.67 4.35 2.12 1.170
C -1.72 3.42 1.02 -0.627
N -1.70 2.10 1.38 -0.107
N -1.11 4.08 -0.03 0.144
H -0.06 -2.41 2.14 0.068
H -0.01 -3.09 3.71 0.122
H -3.22 0.83 5.11 0.107
H -3.38 3.14 4.15 0.115
H -1.22 5.05 -0.14 0.102
H -1.03 3.53 -0.88 0.076
C 2.63 2.52 3.26 -0.022
C 1.13 2.14 3.20 -0.208
O 0.81 1.80 1.81 -0.275
H 2.92 2.94 4.22 0.098
H 2.78 3.28 2.49 0.092
H 3.26 1.61 3.06 0.083
H 0.43 2.92 3.53 0.136
H 0.93 1.27 3.84 0.112
H 1.06 2.56 1.21 0.115

No. 7
60
Properties=species:S:1:pos:R:3:lowdin_charge:R:1 method="wB97M-V/def2-TZVPD" lumo_ev="-4.030 / -5.186" homo_ev="-11.318 / -11.626" charge=+1 energy_ha=-2599.25908 spin_multiplicity=4 homo_lumo_gap_ev="7.3 / 6.4"
C -1.07 -1.44 1.54 -0.154
C -0.97 -1.92 0.20 -0.150
C 0.43 -2.06 -0.13 -0.179
H -1.81 -2.14 -0.45 0.116
C 1.19 -1.67 1.02 -0.216
C 0.27 -1.29 2.06 -0.168
H 0.53 -1.00 3.07 0.137
H -1.98 -1.29 2.10 0.130
H 0.84 -2.43 -1.06 0.114
H 2.27 -1.70 1.12 0.120
Tc -0.01 0.03 0.39 1.251
Cl 1.95 1.16 0.68 0.108
P 0.01 0.29 -2.70 1.093
C 1.25 -0.82 -3.41 -0.394
C 1.00 -1.61 -4.55 -0.081
H 0.01 -1.63 -4.99 0.109
C 2.04 -2.36 -5.10 -0.062
H 1.86 -2.96 -5.99 0.114
C 3.31 -2.35 -4.51 -0.058
H 4.13 -2.93 -4.96 0.115
C 3.54 -1.61 -3.35 -0.067
H 4.53 -1.61 -2.88 0.114
C 2.52 -0.85 -2.79 -0.108
H 2.69 -0.28 -1.87 0.077
C -1.65 -0.17 -3.26 -0.364
C -2.08 -1.51 -3.18 -0.128
H -1.39 -2.29 -2.82 0.101
C -3.37 -1.85 -3.56 -0.070
H -3.69 -2.89 -3.51 0.112
C -4.26 -0.86 -3.99 -0.059
H -5.28 -1.13 -4.30 0.115
C -3.86 0.48 -4.01 -0.059
H -4.56 1.25 -4.31 0.115
C -2.57 0.83 -3.62 -0.067
H -2.26 1.88 -3.60 0.110
C 0.42 1.96 -3.26 -0.371
C 0.97 2.19 -4.53 -0.067
H 1.24 1.34 -5.16 0.112
C 1.15 3.50 -4.97 -0.062
H 1.55 3.67 -5.97 0.113
C 0.83 4.58 -4.15 -0.055
H 0.96 5.60 -4.51 0.115
C 0.35 4.35 -2.85 -0.061
H 0.12 5.19 -2.20 0.114
C 0.17 3.05 -2.40 -0.105
H -0.18 2.87 -1.38 0.066
C -0.42 3.14 2.23 -0.005
C -1.62 2.35 1.77 -0.390
O -1.36 1.27 0.91 -0.312
C -2.37 1.73 3.00 -0.492
F -2.82 2.65 3.89 0.158
F -3.41 0.94 2.63 0.148
F -1.48 0.92 3.67 0.118
C -2.59 3.30 0.97 -0.491
F -2.94 4.42 1.68 0.150
F -1.95 3.74 -0.16 0.112
F -3.72 2.69 0.56 0.161
H 0.33 2.45 2.64 0.067
H -0.73 3.87 2.99 0.113
H 0.02 3.67 1.37 0.096

No. 8
58
Properties=species:S:1:pos:R:3:lowdin_charge:R:1 method="wB97M-V/def2-TZVPD" lumo_ev=-11.146 homo_ev=-16.534 charge=+3 energy_ha=-2272.68032 homo_lumo_gap_ev=5.4
Re -0.12 -1.12 0.34 1.464
Cl 0.70 -6.90 -4.16 0.800
C 0.41 -5.74 -2.95 -0.642
C -0.28 -6.10 -1.79 -0.008
C -0.52 -5.18 -0.78 0.036
C -0.10 -3.88 -0.95 -0.262
O -0.32 -2.96 0.03 -0.235
C 0.59 -3.50 -2.10 -0.131
C 1.12 -2.20 -2.24 0.011
N 1.12 -1.22 -1.36 -0.043
C 1.77 0.01 -1.72 -0.195
C 2.82 0.15 -2.58 0.037
C 3.28 1.44 -2.93 -0.001
C 2.67 2.55 -2.42 0.033
C 1.60 2.42 -1.51 -0.117
C 0.92 3.51 -0.93 0.072
C -0.09 3.29 -0.03 0.006
C -0.40 1.98 0.33 -0.092
N 0.21 0.92 -0.20 -0.072
C 1.19 1.14 -1.14 -0.157
C 0.85 -4.45 -3.10 -0.008
H -0.63 -7.12 -1.68 0.136
H -1.07 -5.45 0.11 0.141
H 1.61 -1.99 -3.19 0.151
H 3.32 -0.72 -3.00 0.134
H 4.12 1.53 -3.60 0.135
H 3.01 3.54 -2.71 0.142
H 1.20 4.53 -1.21 0.149
H -0.63 4.10 0.43 0.134
H -1.16 1.78 1.07 0.086
H 1.40 -4.17 -3.99 0.137
C -4.73 -1.35 3.16 0.008
N -3.41 -1.07 3.74 -0.121
C -3.24 -1.04 5.21 -0.044
C -1.75 -0.66 5.39 -0.060
N -1.30 -0.56 3.98 0.071
C -2.28 -0.79 3.13 -0.626
S -2.21 -0.76 1.37 0.780
H -5.09 -2.30 3.54 0.114
H -4.67 -1.40 2.07 0.063
H -5.43 -0.56 3.44 0.116
H -3.48 -2.02 5.61 0.143
H -3.92 -0.31 5.64 0.144
H -1.19 -1.43 5.91 0.133
H -1.63 0.29 5.90 0.134
H -0.36 -0.33 3.71 0.106
C 1.02 -0.99 1.70 -0.113
C 1.98 -0.98 2.71 -0.305
C 2.63 -2.20 3.04 0.008
C 3.64 -2.18 3.97 -0.017
C 4.02 -0.97 4.56 0.015
C 3.37 0.23 4.25 -0.023
C 2.35 0.23 3.33 -0.019
H 2.32 -3.12 2.56 0.131
H 4.15 -3.10 4.24 0.132
H 4.84 -0.96 5.27 0.135
H 3.67 1.15 4.73 0.130
H 1.84 1.15 3.07 0.125